# 1
{"formula": "C33H21MoN7O6S", "method": "wB97M-V/def2-TZVPD", "homo_lumo_gap_ev": [5.4, 5.5], "largest_force_ev_per_a": 2.21, "e_above_lowest_ev": 2.3482, "charge": 0, "multiplicity": 3, "e_tot_ev": -69969.60935, "s2": 2.027, "species": ["Mo", "N", "C", "C", "N", "C", "C", "N", "C", "C", "N", "H", "H", "H", "H", "H", "H", "S", "C", "C", "C", "C", "C", "C", "N", "C", "C", "C", "C", "C", "C", "C", "H", "H", "H", "H", "H", "H", "H", "H", "O", "C", "C", "O", "C", "C", "O", "C", "O", "O", "O", "C", "C", "C", "C", "C", "C", "C", "N", "C", "C", "N", "H", "H", "H", "H", "H", "H", "H"], "xyz": [[0.12777, -0.06735, 0.05445], [2.61400, 3.22084, 1.32197], [2.36112, 2.80278, 2.60492], [1.59667, 1.69115, 2.49508], [1.38032, 1.40059, 1.16966], [2.00061, 2.35705, 0.48273], [1.84035, 2.37816, -0.93133], [1.09792, 1.42717, -1.46484], [1.04031, 1.67631, -2.80306], [1.76067, 2.79607, -3.08525], [2.27537, 3.23400, -1.88895], [3.15989, 4.02298, 1.06242], [2.73518, 3.32598, 3.46638], [1.16369, 1.11198, 3.29190], [0.48187, 1.04185, -3.47054], [1.95411, 3.31249, -4.00848], [2.78731, 4.08775, -1.75366], [-2.09370, 1.12709, 3.98075], [-1.97240, 2.58565, 3.03128], [-2.36207, 3.87251, 3.37148], [-2.21021, 4.86561, 2.41943], [-1.69686, 4.57021, 1.15510], [-1.29830, 3.29044, 0.81957], [-1.41721, 2.28702, 1.78037], [-1.05362, 0.96312, 1.63239], [-1.39317, 0.23089, 2.66119], [-1.15964, -1.18262, 2.58765], [-1.53481, -2.08515, 3.59050], [-1.35969, -3.43238, 3.37516], [-0.80655, -3.86755, 2.16817], [-0.41720, -2.96223, 1.19944], [-0.57401, -1.58162, 1.36564], [-2.77759, 4.08450, 4.34771], [-2.52322, 5.87547, 2.64922], [-1.63036, 5.35593, 0.41372], [-0.96220, 3.04302, -0.17962], [-1.97238, -1.71425, 4.51144], [-1.66802, -4.15020, 4.12426], [-0.69766, -4.92999, 1.98806], [-0.00816, -3.33189, 0.26484], [-5.43307, 1.02482, -3.21221], [-4.41818, 0.52092, -2.79987], [-4.12107, -0.96685, -2.73179], [-4.68149, -1.83702, -3.35118], [-2.96584, -1.12491, -1.78042], [-2.45346, 0.21109, -1.56100], [-1.41118, 0.44600, -0.80750], [-3.23664, 1.23601, -2.19729], [-2.98360, 2.43832, -2.24800], [-2.53776, -2.15446, -1.26803], [0.44054, -1.21952, -1.42559], [1.29605, -1.94916, -2.08027], [1.04469, -2.36437, -3.39817], [1.98188, -3.09508, -4.09268], [3.19962, -3.44384, -3.50530], [3.45059, -3.07490, -2.20203], [2.50718, -2.34512, -1.47155], [2.67691, -2.05755, -0.06340], [2.00476, -1.17403, 0.67519], [2.45418, -1.33680, 1.96978], [3.40276, -2.29954, 2.01667], [3.53792, -2.74481, 0.72690], [0.09508, -2.09235, -3.84215], [1.77303, -3.40369, -5.10901], [3.93385, -4.00933, -4.06303], [4.40016, -3.33475, -1.74610], [2.04030, -0.79480, 2.79608], [3.96175, -2.70506, 2.84070], [4.10904, -3.50848, 0.41499]], "lowdin_spin": [1.467, 0.007, -0.001, 0.007, 0.013, 0.016, 0.008, 0.011, 0.004, 0.000, 0.005, 0.000, 0.000, 0.000, 0.000, 0.000, 0.000, 0.005, 0.001, 0.001, 0.000, 0.001, 0.001, 0.003, 0.009, 0.010, 0.015, -0.002, 0.017, -0.004, 0.014, -0.008, 0.000, 0.000, 0.000, 0.000, 0.000, 0.001, -0.001, 0.000, 0.036, 0.011, 0.012, 0.034, 0.012, -0.023, 0.143, 0.012, 0.020, 0.019, 0.055, 0.004, 0.010, -0.001, 0.013, -0.001, 0.011, 0.008, 0.009, 0.003, 0.006, 0.003, 0.001, 0.000, 0.001, 0.000, 0.000, 0.000, 0.000]}


# 2
{"formula": "C33H23F2MnN3O5S", "method": "wB97M-V/def2-TZVPD", "homo_lumo_gap_ev": [6.4, 6.6], "largest_force_ev_per_a": 2.28, "e_above_lowest_ev": 0.5237, "charge": -1, "multiplicity": 5, "e_tot_ev": -96895.77359, "s2": 6.049, "species": ["Mn", "C", "O", "C", "C", "C", "C", "C", "C", "N", "N", "C", "O", "C", "C", "C", "C", "C", "C", "C", "O", "H", "H", "H", "H", "H", "H", "H", "H", "H", "H", "H", "H", "F", "C", "C", "C", "C", "C", "F", "C", "C", "C", "C", "C", "C", "N", "H", "H", "H", "H", "H", "H", "O", "C", "O", "C", "C", "C", "C", "S", "C", "C", "H", "H", "H", "H", "H"], "xyz": [[-0.16084, -0.10261, -0.28509], [1.54349, -1.71003, -3.80126], [2.87100, -1.94208, -3.33913], [3.32820, -1.33648, -2.20084], [4.70592, -1.27896, -2.08149], [5.31826, -0.69260, -0.97691], [4.54516, -0.13481, 0.01191], [3.14505, -0.16793, -0.07255], [2.37949, 0.47711, 0.94632], [1.09029, 0.62183, 0.95639], [0.55452, 1.29989, 2.02183], [-0.73928, 1.44424, 1.85746], [-1.33488, 1.02452, 0.79258], [-1.51750, 2.08620, 2.92658], [-2.88022, 2.31707, 2.75912], [-3.62454, 2.89756, 3.77296], [-3.01940, 3.24974, 4.97106], [-1.65924, 3.02275, 5.14412], [-0.91299, 2.44674, 4.13305], [2.50859, -0.82303, -1.16734], [1.21652, -0.95102, -1.18503], [1.53167, -2.05864, -4.83497], [1.28462, -0.65051, -3.76912], [0.80886, -2.27515, -3.22648], [5.29442, -1.70044, -2.88691], [6.39801, -0.65998, -0.90840], [5.00617, 0.34894, 0.86593], [2.90487, 0.92567, 1.78409], [-3.34598, 2.03264, 1.82452], [-4.68281, 3.07821, 3.63001], [-3.60406, 3.69452, 5.76674], [-1.18376, 3.29808, 6.07766], [0.14494, 2.26198, 4.25470], [-0.16723, -3.31651, 4.15224], [-0.63339, -3.06173, 2.91160], [-0.14896, -1.97251, 2.21246], [-0.60930, -1.69562, 0.92941], [-1.57042, -2.56752, 0.36353], [-2.04647, -3.63361, 1.12380], [-3.01433, -4.45897, 0.64004], [-1.59577, -3.90605, 2.39452], [-1.96871, -2.26427, -1.00896], [-2.64508, -3.13897, -1.86241], [-2.90249, -2.77812, -3.16848], [-2.49959, -1.52267, -3.61003], [-1.83911, -0.70386, -2.72188], [-1.56475, -1.04702, -1.46155], [0.59162, -1.35189, 2.70573], [-1.98931, -4.73986, 2.95821], [-2.94496, -4.10708, -1.49648], [-3.40606, -3.46403, -3.83733], [-2.68417, -1.19124, -4.62171], [-1.51255, 0.28083, -3.03158], [-4.80186, 5.33765, -4.26729], [-3.76242, 4.82325, -4.97866], [-3.72067, 5.03079, -6.16460], [-2.75738, 4.04561, -4.22656], [-2.95003, 3.57508, -2.92275], [-1.95744, 2.88073, -2.26281], [-0.71304, 2.63617, -2.87512], [0.54326, 1.78548, -2.04821], [-0.53410, 3.09042, -4.19741], [-1.53560, 3.77165, -4.85247], [-4.67488, 5.16147, -3.33050], [-3.89576, 3.71602, -2.40598], [-2.11340, 2.50952, -1.25649], [0.40940, 2.89186, -4.68833], [-1.40047, 4.12228, -5.86768]], "lowdin_spin": [3.675, 0.001, -0.001, 0.004, 0.014, 0.004, 0.011, 0.007, 0.045, -0.059, -0.005, 0.005, 0.059, 0.002, 0.001, 0.000, 0.000, 0.000, 0.000, 0.021, 0.097, 0.000, 0.000, 0.000, 0.001, 0.000, 0.000, 0.000, 0.000, 0.000, 0.000, 0.000, 0.000, 0.001, 0.002, 0.013, 0.030, 0.009, 0.001, 0.000, 0.005, 0.006, -0.001, 0.006, -0.001, 0.005, -0.014, 0.001, 0.000, 0.000, 0.000, 0.000, 0.000, 0.000, 0.001, 0.001, 0.003, 0.000, 0.003, 0.006, 0.037, 0.004, 0.000, 0.000, 0.000, 0.000, 0.001, 0.000]}


# 3
{"formula": "C33H24Cl5GeNO2PtS2", "method": "wB97M-V/def2-TZVPD", "homo_lumo_gap_ev": [6.1, 6.4], "largest_force_ev_per_a": 0.92, "e_above_lowest_ev": 0.4520, "charge": -1, "multiplicity": 2, "e_tot_ev": -184242.28453, "s2": 0.763, "species": ["Pt", "S", "C", "S", "C", "N", "C", "C", "C", "C", "H", "H", "H", "H", "H", "O", "C", "O", "C", "C", "Ge", "C", "C", "C", "C", "C", "C", "C", "C", "C", "C", "C", "C", "C", "C", "C", "C", "C", "C", "H", "H", "H", "H", "H", "H", "H", "H", "H", "H", "H", "H", "H", "H", "H", "H", "H", "H", "H", "Cl", "C", "C", "C", "Cl", "C", "Cl", "C", "Cl", "C", "Cl"], "xyz": [[-1.55652, -2.23431, 0.99837], [-2.69444, -3.13624, 3.99629], [-2.28900, -2.29942, 2.73614], [-2.41654, -4.35379, -0.31265], [-1.08008, -5.32544, -0.10370], [-0.78588, -5.79763, 1.14199], [0.29139, -6.53953, 1.47504], [1.19220, -6.89788, 0.52708], [0.96789, -6.43350, -0.79386], [-0.11572, -5.68095, -1.10430], [-1.39850, -5.44709, 1.87201], [0.39621, -6.78255, 2.52271], [2.06170, -7.47821, 0.79421], [1.69299, -6.66534, -1.56581], [-0.27700, -5.29297, -2.09979], [-3.26204, -1.17268, -0.24387], [-2.78581, 0.00409, -0.33403], [-1.88015, 0.46332, 0.37738], [-3.36318, 0.96420, -1.35915], [-2.30040, 1.92168, -1.90360], [-0.82671, 2.39653, -0.70453], [0.00227, 3.93435, -1.69189], [-0.47662, 4.41923, -2.91073], [0.14633, 5.47379, -3.57553], [1.26883, 6.07454, -3.02721], [1.76500, 5.61320, -1.81318], [1.14013, 4.55723, -1.16444], [0.77486, 1.31819, -0.39312], [1.77792, 1.24532, -1.36047], [2.94322, 0.51981, -1.13779], [3.13352, -0.12800, 0.07483], [2.14740, -0.06272, 1.05150], [0.97502, 0.64488, 0.81533], [-1.42639, 3.24445, 0.95029], [-2.76071, 3.60499, 1.14067], [-3.17476, 4.25961, 2.29457], [-2.25409, 4.57039, 3.28573], [-0.92113, 4.22375, 3.11445], [-0.51531, 3.56995, 1.95731], [-4.15915, 1.49942, -0.83467], [-3.85180, 0.40563, -2.15790], [-2.76208, 2.86463, -2.21030], [-1.82944, 1.51013, -2.80104], [-1.35245, 3.97059, -3.36599], [-0.24777, 5.82350, -4.52314], [1.75864, 6.89215, -3.54265], [2.64367, 6.07365, -1.37577], [1.55674, 4.20429, -0.22613], [1.65189, 1.75821, -2.30815], [3.70158, 0.46315, -1.91026], [4.04169, -0.69250, 0.25350], [2.27592, -0.58997, 1.99027], [0.19491, 0.64481, 1.56388], [-3.49655, 3.37562, 0.37974], [-4.21864, 4.52236, 2.42141], [-2.57435, 5.07754, 4.18796], [-0.19562, 4.45861, 3.88478], [0.52863, 3.29568, 1.84891], [0.06385, -1.71897, -1.55592], [1.00961, -2.57165, -0.36645], [0.42938, -2.79446, 0.88907], [1.24387, -3.47734, 1.78997], [0.66024, -3.76428, 3.40899], [2.52072, -3.94240, 1.46827], [3.46138, -4.82649, 2.62631], [3.04036, -3.71590, 0.20267], [4.60342, -4.32102, -0.23233], [2.27771, -3.00865, -0.72351], [2.90773, -2.71158, -2.30777]], "lowdin_spin": [0.518, 0.071, 0.163, 0.016, 0.014, 0.009, 0.002, 0.006, 0.005, 0.002, 0.001, 0.000, 0.000, 0.000, 0.000, 0.066, 0.003, -0.002, 0.003, 0.001, 0.000, 0.000, 0.000, 0.000, 0.000, 0.000, 0.000, 0.000, 0.000, 0.000, 0.000, 0.001, 0.001, 0.000, 0.000, 0.000, 0.000, 0.000, 0.000, 0.000, 0.000, 0.000, 0.000, 0.000, 0.000, 0.000, 0.000, 0.000, 0.000, 0.000, 0.000, 0.000, 0.000, 0.000, 0.000, 0.000, 0.000, 0.000, 0.026, 0.023, 0.059, 0.002, 0.005, 0.001, 0.001, -0.003, -0.001, 0.004, 0.005]}


# 4
{"formula": "C33H24N3O7P", "method": "wB97M-V/def2-TZVPD", "homo_lumo_gap_ev": 8.6, "largest_force_ev_per_a": 4.90, "charge": 0, "smiles": "N#C[C@H]([PH2]=O)[C@@](N)(C#N)COO.O=C1c2ccccc2C(=O)c2ccccc21.O=C1c2ccccc2C(=O)c2ccccc21", "e_tot_ev": -62698.54921, "species": ["N", "C", "C", "P", "O", "C", "N", "C", "N", "C", "O", "O", "H", "H", "H", "H", "H", "H", "H", "H", "C", "C", "C", "C", "C", "C", "C", "O", "C", "C", "C", "C", "C", "C", "C", "O", "H", "H", "H", "H", "H", "H", "H", "H", "C", "C", "C", "C", "C", "C", "C", "O", "C", "C", "C", "C", "C", "C", "C", "O", "H", "H", "H", "H", "H", "H", "H", "H"], "xyz": [[2.75604, -0.28912, 3.62833], [3.41200, -0.25340, 2.71284], [4.13555, -0.01595, 1.39368], [5.61333, 1.11159, 1.62358], [5.54289, 2.39369, 0.87120], [3.11199, 0.46046, 0.31286], [3.68088, 0.60138, -1.02765], [2.01348, -0.63846, 0.22062], [1.31188, -1.51575, 0.18014], [2.44695, 1.81782, 0.71880], [1.01455, 1.71777, 0.52408], [0.46042, 2.58071, 1.45876], [4.52136, -1.01036, 1.06165], [6.77445, 0.35516, 1.28528], [5.71526, 1.41068, 3.01886], [3.89121, -0.30558, -1.44538], [2.93426, 1.01455, -1.59165], [2.59034, 2.08119, 1.78535], [2.87200, 2.64582, 0.11795], [0.26030, 2.10140, 2.28365], [-2.37041, 3.51964, 0.01640], [-3.56533, 4.23212, -0.03284], [-3.77606, 5.17063, -1.03169], [-2.78770, 5.40976, -1.97954], [-1.57958, 4.71197, -1.91593], [-1.37873, 3.75936, -0.92311], [-0.49378, 4.98918, -2.89076], [0.55736, 4.37934, -2.83900], [-0.71285, 6.03227, -3.92581], [0.31334, 6.34543, -4.81142], [0.11556, 7.30765, -5.78947], [-1.11203, 7.95558, -5.89343], [-2.13591, 7.65117, -5.01011], [-1.93720, 6.69632, -4.01821], [-3.03070, 6.40422, -3.05539], [-4.10151, 6.97254, -3.14363], [-2.21106, 2.78148, 0.79205], [-4.33417, 4.05281, 0.70908], [-4.70886, 5.71913, -1.06963], [-0.44917, 3.20751, -0.87814], [1.26870, 5.84144, -4.73593], [0.91780, 7.55345, -6.47470], [-1.26747, 8.70226, -6.66276], [-3.08807, 8.16031, -5.09062], [0.97987, -3.21696, 2.40685], [-0.32052, -2.73905, 2.53572], [-1.38926, -3.61979, 2.52505], [-1.16465, -4.98491, 2.37328], [0.13799, -5.46178, 2.22028], [1.20903, -4.57376, 2.24935], [0.39365, -6.90916, 2.00853], [1.52841, -7.32643, 1.87904], [-0.76498, -7.83761, 1.94922], [-0.54907, -9.18821, 1.69500], [-1.62155, -10.06541, 1.65054], [-2.91467, -9.59883, 1.86898], [-3.13554, -8.25314, 2.11727], [-2.06359, -7.36711, 2.14882], [-2.31660, -5.92125, 2.38099], [-3.44637, -5.51299, 2.56819], [1.81234, -2.52932, 2.42521], [-0.49815, -1.67634, 2.64618], [-2.39940, -3.24447, 2.63058], [2.22182, -4.94212, 2.14438], [0.45567, -9.55560, 1.52774], [-1.45153, -11.11586, 1.44736], [-3.75118, -10.28664, 1.84097], [-4.14304, -7.89243, 2.28212]], "nbo_charge": [-0.287, 0.276, -0.652, 1.515, -1.059, 0.043, -0.791, 0.254, -0.306, -0.101, -0.275, -0.444, 0.288, -0.059, -0.053, 0.370, 0.384, 0.210, 0.236, 0.464, -0.188, -0.194, -0.157, -0.142, -0.067, -0.170, 0.520, -0.535, -0.056, -0.186, -0.191, -0.193, -0.155, -0.141, 0.540, -0.525, 0.220, 0.217, 0.238, 0.244, 0.239, 0.219, 0.219, 0.239, -0.168, -0.183, -0.174, -0.062, -0.145, -0.164, 0.536, -0.531, -0.059, -0.184, -0.192, -0.194, -0.154, -0.149, 0.534, -0.528, 0.213, 0.216, 0.236, 0.232, 0.239, 0.218, 0.218, 0.239]}